68
Properties=species:S:1:pos:R:3:forces:R:3:mulliken_charge:R:1 method="wB97M-V/def2-TZVPD" max_force_ev_per_a=1.66 charge=+1 homo_lumo_gap_ev=7.840
Ti -0.1775 0.7387 -0.7253 1.2 -0.4 1.0 -1.127
C -1.5847 3.4347 2.1918 0.0 -0.1 -0.2 -1.688
C -1.1739 3.0936 0.9087 -0.3 0.5 0.2 -0.544
N -0.8218 1.8082 0.8806 -0.4 0.3 0.1 1.144
N -0.9901 1.3120 2.1109 -0.2 -0.2 0.7 0.226
C -1.4538 2.2707 2.9254 0.1 0.1 -0.3 0.074
B -0.4531 -0.1011 2.4685 0.1 0.1 -0.3 0.347
N -1.2312 -1.1547 1.6656 -0.2 -0.1 0.4 -0.393
C -1.5657 -2.4019 2.0319 -0.1 -0.2 -0.3 -0.189
C -2.0192 -3.0704 0.9164 0.1 0.2 0.0 -1.556
C -1.9084 -2.1424 -0.1129 -0.1 -0.1 0.2 -0.449
N -1.4134 -0.9924 0.3434 -0.1 0.5 -0.5 1.104
N 0.9805 -0.1858 1.9083 0.2 -0.1 0.7 0.766
C 2.1335 -0.3461 2.5738 0.2 0.0 -0.3 -0.231
C 3.1250 -0.6201 1.6553 -0.2 0.1 -0.3 -1.526
C 2.4774 -0.6042 0.4235 0.5 -0.2 0.3 -0.456
N 1.1811 -0.3416 0.5806 0.0 -0.2 -0.3 0.389
N -0.5467 -0.3285 3.9492 -0.4 -0.2 0.3 0.484
C -1.6509 -0.6877 4.6618 0.0 0.1 0.1 -0.448
C -1.3442 -0.6014 5.9945 0.0 0.0 -0.1 -1.013
C -0.0083 -0.1620 6.0150 -0.3 -0.1 -0.2 -0.244
N 0.4487 0.0027 4.7939 0.5 0.4 0.0 -1.027
H -1.9326 4.3850 2.5388 -0.1 0.2 0.0 0.500
H -1.1127 3.6978 0.0190 0.1 0.0 -0.1 0.482
H -1.6554 2.0939 3.9628 0.1 -0.2 0.2 0.470
H -1.4510 -2.7529 3.0360 0.1 0.0 0.3 0.673
H -2.3656 -4.0783 0.8466 -0.1 -0.2 0.0 0.500
H -2.2119 -2.2841 -1.1335 0.1 0.1 -0.1 0.502
H 2.1594 -0.2530 3.6425 0.0 0.0 0.0 0.635
H 4.1570 -0.8189 1.8510 0.2 -0.1 0.0 0.506
H 2.8990 -0.8004 -0.5414 -0.1 0.1 -0.1 0.506
H -2.5626 -0.9675 4.1757 -0.2 0.0 -0.1 0.663
H -1.9841 -0.8128 6.8267 -0.1 -0.1 0.1 0.447
H 0.6293 0.0335 6.8562 0.1 0.0 0.1 0.484
C 3.0265 3.6674 1.5134 -0.3 0.2 0.3 -0.639
O 3.5778 3.1011 0.3237 -0.1 -0.3 -0.5 -0.520
C 2.7509 2.3505 -0.3942 0.0 -0.1 -0.1 0.398
O 1.5993 2.0987 -0.0588 -0.3 0.0 0.0 -0.050
N 3.3296 1.8899 -1.5211 0.3 0.0 -0.3 -0.299
N 2.5763 1.1044 -2.4026 0.3 -0.1 0.1 -0.345
H 3.7977 4.3198 1.9135 0.0 -0.1 0.0 0.299
H 2.7741 2.8827 2.2290 0.1 0.0 -0.1 0.234
H 2.1281 4.2362 1.2703 0.1 0.0 0.1 0.259
H 4.2922 2.1449 -1.7234 -0.3 -0.1 0.1 0.250
H 2.9986 0.1831 -2.5268 -0.1 0.3 0.1 0.285
H 2.4909 1.5609 -3.3124 0.0 -0.1 0.4 0.388
O 1.7585 -1.6597 -2.1883 -0.3 -0.3 -0.3 -0.616
C 0.6180 -1.6686 -2.5845 0.9 -0.2 0.2 -0.518
N -0.3325 -0.7148 -2.2045 -0.5 0.4 0.2 2.155
C -1.4393 -0.9141 -2.9187 0.0 -0.3 -0.2 -0.422
O -2.5007 -0.2470 -2.8275 -0.2 0.2 0.2 -0.443
C -1.3012 -2.0863 -3.7956 0.5 -0.3 0.0 0.626
C -2.1762 -2.7043 -4.6625 0.0 0.1 0.1 -0.654
C -1.7473 -3.8955 -5.2453 -0.1 0.1 0.0 -0.561
C -0.4911 -4.4224 -4.9809 0.0 0.1 0.0 -0.536
C 0.4052 -3.7709 -4.1321 0.0 0.2 0.1 -0.595
C -0.0224 -2.6002 -3.5441 -0.7 0.0 -0.3 0.337
H -3.1465 -2.2836 -4.8788 -0.1 0.0 0.0 0.562
H -2.4140 -4.4179 -5.9125 0.0 -0.1 -0.1 0.436
H -0.2075 -5.3554 -5.4436 0.1 -0.1 0.0 0.441
H 1.3841 -4.1742 -3.9286 0.1 0.0 0.0 0.540
Cl -0.0325 1.5899 -3.9596 0.0 0.4 -0.5 -0.213
Si -2.7441 1.1018 -1.5852 0.5 -1.2 -1.0 0.693
Cl -3.5118 2.3975 -2.9683 0.1 0.5 0.3 -0.303
Cl -4.4158 0.2313 -0.7540 0.2 0.3 0.4 -0.298
N 0.1429 3.4055 -2.0266 0.1 0.8 0.5 -0.367
C 0.0185 2.1965 -2.2330 -0.7 0.1 -1.2 0.202
H 0.2417 4.0903 -2.7778 -0.1 -0.5 -0.1 0.264

***

52
Properties=species:S:1:pos:R:3:forces:R:3:mulliken_charge:R:1 method="wB97M-V/def2-TZVPD" smiles="CCN(CC)CCN1C(=O)c2oc3ccccc3c(=O)c2[C@H]1c1ccc(F)cc1" max_force_ev_per_a=1.28 charge=0 homo_lumo_gap_ev=8.042
C 0.4985 -3.5011 -4.1407 0.2 -0.1 0.2 -1.248
C 0.9427 -3.7015 -2.6931 -0.2 0.1 -0.3 -0.662
N -0.1475 -3.3986 -1.7779 0.0 0.1 0.1 0.458
C -0.8904 -4.5526 -1.3175 0.0 -0.1 0.2 -0.720
C -0.1911 -5.4162 -0.2600 -0.1 0.2 -0.3 -1.028
C 0.1619 -2.4240 -0.7595 0.0 0.3 -0.2 -0.912
C 0.1681 -1.0108 -1.3698 0.1 -0.4 0.0 -1.085
N 0.4806 -0.0040 -0.3909 -0.1 0.0 0.1 0.549
C 1.7240 0.5224 -0.2432 0.2 -0.1 -0.1 0.158
O 2.6990 0.2640 -0.9107 0.2 0.1 0.0 -0.718
C 1.5932 1.4699 0.9057 -1.1 0.1 0.6 0.885
O 2.5930 2.2039 1.3809 0.3 -0.2 -0.4 -0.578
C 2.2979 3.0099 2.4388 -0.3 0.4 0.7 0.422
C 3.3378 3.7896 2.9467 0.0 -0.2 -0.2 -0.655
C 3.1083 4.6257 4.0167 0.0 -0.1 -0.1 -0.312
C 1.8441 4.6997 4.5966 -0.1 0.0 0.1 -0.721
C 0.8160 3.9332 4.0993 0.1 0.0 0.0 -0.632
C 1.0200 3.0750 3.0145 0.2 0.1 0.0 0.214
C -0.1018 2.2604 2.5016 0.1 0.0 0.0 -0.013
O -1.2261 2.2739 2.9716 0.1 -0.1 0.0 -0.678
C 0.3241 1.4463 1.3797 0.7 -0.2 -0.3 0.372
C -0.4980 0.5075 0.5434 -0.1 0.2 0.2 -0.123
C -1.6296 1.2545 -0.1301 -0.1 -0.1 -0.1 -0.197
C -1.3796 2.0306 -1.2548 -0.1 -0.1 0.1 0.040
C -2.4005 2.7437 -1.8553 -0.2 0.1 0.0 -0.820
C -3.6678 2.6794 -1.3048 0.1 -0.1 0.1 0.403
F -4.6677 3.3734 -1.8849 0.1 0.0 0.0 -0.339
C -3.9380 1.9250 -0.1779 -0.1 0.2 -0.2 -0.777
C -2.9089 1.2093 0.4061 0.2 0.0 -0.2 -0.058
H -0.3361 -4.1567 -4.3746 -0.1 -0.1 -0.1 0.281
H 1.3177 -3.7230 -4.8200 0.1 0.0 -0.2 0.434
H 0.1792 -2.4745 -4.2961 0.0 0.1 0.0 0.257
H 1.7902 -3.0451 -2.4821 0.0 -0.1 0.1 0.406
H 1.2906 -4.7343 -2.5651 0.1 0.1 0.1 0.409
H -1.8429 -4.1942 -0.9139 0.0 -0.1 -0.1 0.424
H -1.1131 -5.1645 -2.1946 -0.1 0.0 0.0 0.357
H 0.7667 -5.7779 -0.6267 0.1 -0.1 0.0 0.275
H -0.0171 -4.8470 0.6500 0.0 0.0 0.1 0.248
H -0.8116 -6.2747 -0.0170 0.0 -0.1 0.1 0.413
H -0.6154 -2.4702 0.0072 0.0 0.0 0.1 0.563
H 1.1366 -2.5973 -0.2731 -0.1 0.0 0.1 0.151
H -0.8093 -0.8011 -1.8113 0.1 0.0 0.0 0.145
H 0.9342 -0.9502 -2.1454 -0.1 0.0 0.0 0.468
H 4.3084 3.7166 2.4822 0.1 0.0 0.0 0.464
H 3.9156 5.2267 4.4065 0.1 0.0 0.0 0.395
H 1.6745 5.3579 5.4346 0.0 0.1 0.1 0.405
H -0.1752 3.9669 4.5257 -0.1 0.0 0.0 0.494
H -0.9144 -0.3012 1.1571 0.1 0.1 0.0 0.468
H -0.3817 2.0756 -1.6656 0.1 0.0 -0.1 0.421
H -2.2243 3.3467 -2.7317 0.0 0.1 -0.1 0.437
H -4.9362 1.9053 0.2290 -0.1 0.0 0.0 0.430
H -3.0989 0.6276 1.2944 0.0 -0.1 0.1 0.432

***

53
Properties=species:S:1:pos:R:3:forces:R:3:mulliken_charge:R:1 method="wB97M-V/def2-TZVPD" max_force_ev_per_a=4.38 charge=+2 homo_lumo_gap_ev="5.056 / 5.057"
Hf -1.8573 0.1766 0.5303 2.4 1.5 0.1 0.376
N -0.8950 -2.6966 -2.8966 -0.3 0.9 2.6 0.023
C -0.6276 -1.9502 -1.7932 2.7 -0.9 -3.3 -0.173
N -1.4113 -1.6880 -0.8082 -3.0 1.3 1.9 -0.411
C -2.7372 -2.1946 -0.8392 -2.0 -1.2 -0.2 0.910
N -3.7177 -1.9898 0.0292 0.6 0.1 -1.5 -0.449
N -3.5501 -1.1802 1.1836 1.9 -1.8 -1.8 -0.402
C -3.4769 -1.9099 2.2381 -0.5 0.0 0.2 -0.082
C -2.7512 -1.2910 3.3197 -0.4 -0.3 0.1 0.792
C -2.9602 -1.5750 4.6559 0.5 0.4 -0.2 -0.860
C -2.1541 -0.9045 5.5696 0.4 0.3 0.2 -0.162
C -1.1835 -0.0161 5.1036 -0.5 -0.4 0.0 -0.765
C -1.0492 0.1673 3.7326 0.4 0.4 -0.3 0.213
N -1.8111 -0.4620 2.8174 0.6 1.3 1.1 0.015
C -3.0869 -3.1211 -1.9842 0.3 0.7 1.0 0.699
C -4.3321 -3.7617 -2.0537 -0.1 -0.3 -0.4 -0.374
C -4.6167 -4.6233 -3.1136 0.1 0.3 0.4 -0.746
C -3.6650 -4.8407 -4.1088 0.4 0.3 0.1 -0.495
C -2.4249 -4.2009 -4.0453 -0.2 -0.2 0.0 -0.782
C -2.1238 -3.3483 -2.9780 -1.1 -0.6 -0.6 0.221
H -0.1686 -2.9197 -3.5609 0.2 0.2 0.0 0.290
H 0.4005 -1.5517 -1.7875 -0.6 0.0 0.2 0.310
H -3.7921 -2.9626 2.3092 -0.1 0.5 -0.4 0.416
H -3.7278 -2.2672 4.9765 0.0 0.0 -0.1 0.451
H -2.2802 -1.0654 6.6365 0.0 0.0 -0.2 0.457
H -0.5438 0.5237 5.7937 -0.1 -0.1 -0.2 0.408
H -0.3050 0.8453 3.3250 0.0 -0.1 0.1 0.161
H -5.0825 -3.5943 -1.2843 0.3 0.1 -0.1 0.437
H -5.5822 -5.1212 -3.1627 0.2 0.1 0.0 0.427
H -3.8903 -5.5087 -4.9367 0.1 0.2 0.1 0.422
H -1.6979 -4.3794 -4.8330 0.0 0.1 0.1 0.377
C 6.3446 4.6290 -0.7753 0.4 0.3 0.0 -1.367
C 5.0408 3.9167 -0.5618 -0.1 0.0 0.1 0.761
C 4.1297 4.3627 0.4013 -0.4 -0.9 -0.6 -1.140
C 2.9110 3.6951 0.5991 -0.2 0.0 0.2 1.187
C 1.9586 4.2079 1.6462 -0.2 0.3 0.3 -1.642
C 2.5968 2.5578 -0.1824 1.4 0.6 -0.2 -0.748
Te 0.7249 1.5514 0.1379 -2.0 -1.0 0.2 0.493
C 3.5214 2.1066 -1.1585 -0.5 -0.2 0.2 1.209
C 3.2765 0.9073 -2.0374 0.2 -0.4 -0.4 -0.596
C 4.7318 2.7939 -1.3341 -0.8 0.3 0.7 -0.826
H 6.4524 5.4991 -0.0931 -0.1 -0.6 -0.5 0.338
H 6.4027 4.9948 -1.8220 0.1 -0.2 0.6 0.341
H 7.1866 3.9299 -0.5874 -0.4 0.5 -0.2 0.340
H 4.3708 5.2336 0.9994 -0.1 -0.1 0.0 0.289
H 2.3587 5.1046 2.1657 -0.2 -0.6 -0.4 0.345
H 1.7802 3.4221 2.4098 0.0 0.5 -0.3 0.303
H 0.9947 4.4892 1.1726 0.4 -0.2 0.4 0.365
H 2.3085 0.4090 -1.8526 0.4 0.3 0.0 -0.448
H 4.0782 0.1573 -1.8701 -0.5 0.4 -0.2 0.368
H 3.2958 1.2204 -3.1027 0.0 -0.3 0.6 0.370
H 5.4408 2.4512 -2.0797 -0.1 -0.1 0.0 0.466
H -2.8037 1.7715 -0.1098 0.4 -1.5 0.5 -0.116

***

53
Properties=species:S:1:pos:R:3:forces:R:3:mulliken_charge:R:1 method="wB97M-V/def2-TZVPD" max_force_ev_per_a=0.76 charge=+1 homo_lumo_gap_ev="4.904 / 5.335"
Rh -0.3665 -0.2557 -0.6267 -0.2 0.2 -0.3 0.538
C 0.7046 -1.3288 -5.0493 0.0 0.0 0.0 -1.230
C 1.3093 -2.1925 -3.9885 0.0 0.0 -0.1 0.914
N 2.1625 -3.1169 -4.3264 -0.1 0.1 0.0 -0.619
C 2.7158 -3.9011 -3.3703 0.0 0.0 0.1 -0.880
C 2.4287 -3.7995 -2.0421 0.0 0.0 0.0 0.729
C 3.0665 -4.7564 -1.0676 0.0 0.0 0.0 -0.990
O 3.7711 -4.1035 -0.0175 0.0 0.0 0.0 -0.518
C 1.5036 -2.7921 -1.6256 0.0 0.0 0.2 -0.629
C 1.1598 -2.7275 -0.2451 0.2 -0.1 -0.2 -0.050
N 0.3243 -1.9179 0.3435 -0.1 0.5 0.0 -0.328
C 0.0482 -2.1574 1.7321 0.0 0.0 0.1 0.166
C 0.1969 -3.4207 2.3082 0.0 0.0 0.0 -0.090
C -0.0413 -3.6217 3.6563 0.0 0.0 0.0 -0.895
C -0.4539 -2.5739 4.4647 0.0 0.0 0.0 -0.565
C -0.6606 -1.3252 3.9040 0.0 0.0 0.0 -0.841
C -0.4228 -1.1387 2.5527 0.0 0.1 0.0 0.647
I -0.8636 0.7197 1.7100 0.0 0.0 0.0 0.392
C 0.9443 -1.9636 -2.6140 -0.2 0.3 0.0 0.780
O 0.1118 -0.9888 -2.3962 0.1 -0.3 -0.1 -0.876
H 1.0445 -1.6717 -6.0222 0.0 0.0 0.0 0.373
H 0.9998 -0.2862 -4.9114 0.0 0.0 0.0 0.266
H -0.3848 -1.3615 -5.0057 0.0 0.0 0.0 0.315
H 3.4158 -4.6483 -3.7248 0.0 0.0 0.0 0.376
H 3.7148 -5.4420 -1.6169 0.0 0.0 0.0 0.418
H 2.3079 -5.3687 -0.5749 0.0 0.0 0.0 0.345
H 4.5606 -3.6898 -0.3815 0.0 0.0 0.0 0.340
H 1.6736 -3.4440 0.3833 0.0 0.0 0.0 0.829
H 0.4716 -4.2703 1.6998 0.0 0.0 0.0 0.499
H 0.0836 -4.6120 4.0721 0.0 0.0 0.0 0.397
H -0.6412 -2.7303 5.5178 0.0 0.0 0.0 0.398
H -1.0177 -0.5060 4.5137 0.0 0.0 0.0 0.385
C -2.5825 5.8747 2.7067 0.0 0.0 0.0 -1.457
C -2.0940 4.9441 1.6329 0.0 0.0 0.0 0.588
C -2.9803 4.1544 0.9079 0.0 0.0 0.0 -0.984
C -2.5452 3.2936 -0.0914 0.0 0.0 0.0 1.126
C -3.5331 2.4519 -0.8518 0.0 0.0 0.0 -1.850
C -1.1727 3.2355 -0.3594 0.1 0.0 -0.1 -0.100
Te -0.5099 1.8850 -1.8485 0.2 -0.5 0.5 0.296
C -0.2517 4.0160 0.3443 0.0 0.0 0.0 1.067
C 1.2311 3.9876 0.0848 0.0 0.0 0.0 -1.678
C -0.7393 4.8576 1.3384 0.0 0.0 0.0 -0.560
H -3.6636 5.8192 2.8186 0.0 0.0 0.0 0.357
H -2.3181 6.9064 2.4716 0.0 0.0 0.0 0.354
H -2.1272 5.6331 3.6679 0.0 0.0 0.0 0.337
H -4.0413 4.2130 1.1215 0.0 0.0 0.0 0.296
H -4.5511 2.6551 -0.5258 0.0 0.0 0.0 0.400
H -3.3436 1.3843 -0.7047 0.0 0.0 0.0 0.324
H -3.4892 2.6535 -1.9260 0.0 0.0 0.0 0.408
H 1.5336 3.1878 -0.5946 0.0 0.0 0.0 0.298
H 1.7838 3.8442 1.0139 0.0 0.0 0.0 0.381
H 1.5611 4.9304 -0.3536 0.0 0.0 0.0 0.340
H -0.0343 5.4655 1.8958 0.0 0.0 0.0 0.459